87
Properties=species:S:1:pos:R:3:mulliken_charge:R:1 method="wB97M-V/def2-TZVPD" homo_lumo_gap_ev="8.25 / 6.17" total_energy_ha=-5852.4085 homo_ev="-10.856 / -10.906" total_charge=+1 multiplicity=6
Ru 0.013 -0.180 -0.148 0.90
C -3.601 0.560 0.700 -1.34
C -2.922 1.475 -0.261 -0.05
C -3.413 2.655 -0.823 -1.76
C -2.404 3.128 -1.645 1.02
C -2.399 4.372 -2.464 -1.40
N -1.376 2.261 -1.575 0.39
N -1.695 1.249 -0.734 1.67
B -0.016 2.352 -2.299 -1.25
N 1.074 2.526 -1.221 0.89
N 0.949 1.905 -0.020 0.35
C 1.725 2.548 0.863 0.53
C 1.755 2.253 2.317 -1.12
C 2.401 3.574 0.192 -1.49
C 1.959 3.538 -1.117 0.68
C 2.337 4.417 -2.258 -1.43
N 0.202 1.069 -3.111 -0.31
N 0.223 -0.163 -2.541 1.94
C 0.260 -1.057 -3.541 0.16
C 0.267 -2.541 -3.399 -1.01
C 0.285 -0.378 -4.762 -1.76
C 0.242 0.968 -4.451 0.98
C 0.227 2.127 -5.388 -1.36
H -3.940 1.118 1.572 0.39
H -2.922 -0.233 1.016 0.01
H -4.479 0.110 0.238 0.42
H -4.373 3.107 -0.644 0.54
H -3.346 4.890 -2.339 0.38
H -2.256 4.151 -3.522 0.22
H -1.598 5.042 -2.150 0.28
H -0.004 3.295 -3.019 -0.10
H 0.938 1.589 2.588 -0.09
H 1.665 3.183 2.878 0.53
H 2.698 1.783 2.590 0.17
H 3.108 4.261 0.625 0.56
H 3.236 4.975 -2.008 0.42
H 1.542 5.132 -2.478 0.24
H 2.519 3.836 -3.162 0.24
H 1.268 -2.913 -3.181 0.15
H -0.066 -2.986 -4.335 0.46
H -0.390 -2.861 -2.599 0.01
H 0.313 -0.817 -5.744 0.51
H 0.361 1.768 -6.405 0.38
H 1.019 2.838 -5.157 0.24
H -0.723 2.660 -5.331 0.25
Br -3.448 -1.610 -1.878 -0.03
C -2.500 -2.736 -0.690 -0.15
C -3.119 -3.851 -0.137 -0.73
C -2.336 -4.718 0.604 -0.73
C -0.969 -4.485 0.706 -0.53
C -0.458 -3.342 0.128 0.70
N -1.228 -2.448 -0.507 0.33
C 1.022 -3.068 0.022 0.12
O 1.835 -3.775 0.634 -0.89
O 1.328 -2.143 -0.790 -0.59
H -4.166 -4.038 -0.320 0.51
H -2.780 -5.593 1.060 0.49
H -0.311 -5.184 1.201 0.55
N 3.756 -1.347 -0.889 -0.07
C 4.512 -1.644 0.355 -0.82
P 3.644 -0.708 1.736 0.95
O 4.488 0.446 2.092 -0.91
O 2.225 -0.492 1.243 0.02
C 3.600 -1.854 3.224 -1.01
N 2.256 -2.403 3.499 0.03
H 3.580 -0.343 -0.945 0.21
H 2.761 -1.804 -0.798 0.12
H 4.225 -1.660 -1.735 0.43
H 5.522 -1.244 0.290 0.47
H 4.548 -2.720 0.510 0.43
H 3.925 -1.236 4.060 0.39
H 4.312 -2.667 3.092 0.48
H 1.534 -1.664 3.440 -0.16
H 2.194 -2.879 4.395 0.48
H 2.008 -3.068 2.717 0.26
F -4.737 -0.574 6.188 -0.28
C -3.774 -0.633 5.285 0.60
C -3.431 0.497 4.557 0.13
F -4.076 1.639 4.764 -0.30
C -2.419 0.432 3.616 -0.18
F -2.093 1.531 2.943 -0.38
C -1.723 -0.752 3.377 0.60
S -0.353 -0.827 2.296 -0.15
C -2.086 -1.869 4.127 -0.33
F -1.424 -3.020 3.944 -0.32
C -3.094 -1.823 5.068 0.16
F -3.410 -2.907 5.770 -0.29

=====

85
Properties=species:S:1:pos:R:3:mulliken_charge:R:1 method="wB97M-V/def2-TZVPD" homo_lumo_gap_ev="7.00 / 7.62" total_energy_ha=-5749.6826 homo_ev="-4.654 / -5.609" total_charge=-1 multiplicity=4
Re 0.165 -1.139 0.977 0.84
Br -0.375 -4.741 2.378 -0.04
C -1.313 -3.300 3.118 -0.22
C -2.014 -3.517 4.297 -0.54
C -2.748 -2.483 4.834 -0.65
C -2.800 -1.278 4.153 -0.77
C -2.070 -1.148 2.994 0.62
N -1.297 -2.130 2.487 0.09
C -2.162 0.136 2.200 -0.01
O -3.020 0.949 2.481 -0.77
O -1.320 0.243 1.224 0.46
H -1.954 -4.485 4.770 0.45
H -3.283 -2.618 5.765 0.43
H -3.382 -0.432 4.486 0.50
C -3.541 -2.488 -0.288 -0.28
C -4.924 -2.744 -0.948 -0.91
N -5.151 -1.789 -2.037 -0.20
C -4.067 -1.927 -3.013 -0.87
C -2.701 -1.615 -2.343 -0.37
N -2.896 -1.337 -0.919 0.23
C -3.761 -0.164 -0.779 -0.28
C -5.117 -0.428 -1.489 -0.93
H -2.874 -3.349 -0.384 0.53
H -3.647 -2.276 0.780 0.03
H -5.736 -2.632 -0.226 0.36
H -4.988 -3.754 -1.362 0.27
H -4.269 -1.249 -3.847 0.35
H -4.093 -2.946 -3.405 0.27
H -2.222 -0.742 -2.793 0.09
H -2.009 -2.453 -2.442 0.55
H -3.239 0.696 -1.206 0.18
H -3.900 0.045 0.281 0.21
H -5.281 0.270 -2.314 0.33
H -5.955 -0.319 -0.796 0.32
C -0.467 2.763 -0.646 -1.63
C 1.033 2.942 -0.345 2.56
C 1.549 4.154 -1.129 -2.09
C 1.129 3.238 1.159 -2.09
P 1.926 1.305 -0.660 -0.96
N 1.079 0.151 -0.061 1.65
C 3.650 1.345 0.121 2.90
C 3.523 1.153 1.648 -1.81
C 4.474 2.609 -0.157 -2.12
C 4.432 0.131 -0.405 -2.09
C 2.098 1.074 -2.522 2.47
C 2.389 -0.403 -2.808 -1.59
C 3.168 1.943 -3.190 -2.10
C 0.743 1.363 -3.187 -2.17
H -1.010 3.575 -0.152 0.66
H -0.846 1.825 -0.244 -0.07
H -0.690 2.822 -1.709 0.24
H 0.979 5.032 -0.809 0.53
H 1.396 4.045 -2.201 0.33
H 2.603 4.366 -0.954 0.26
H 0.478 4.088 1.384 0.65
H 2.134 3.505 1.472 0.28
H 0.787 2.389 1.753 0.24
H 3.531 2.098 2.187 0.29
H 4.372 0.569 2.008 0.50
H 2.629 0.608 1.930 0.14
H 4.037 3.499 0.294 0.33
H 4.625 2.795 -1.219 0.27
H 5.460 2.471 0.297 0.54
H 3.883 -0.800 -0.259 0.35
H 5.366 0.066 0.160 0.66
H 4.697 0.224 -1.458 0.27
H 3.319 -0.764 -2.381 0.39
H 2.441 -0.528 -3.896 0.59
H 1.591 -1.034 -2.422 -0.08
H 4.176 1.645 -2.906 0.32
H 3.050 3.006 -2.976 0.30
H 3.085 1.814 -4.274 0.54
H -0.062 0.826 -2.681 0.26
H 0.790 1.005 -4.220 0.71
H 0.501 2.423 -3.218 0.23
O 3.026 -2.727 -0.632 -0.61
S 1.929 -3.278 0.119 0.93
O 1.677 -2.461 1.397 -0.62
O 2.002 -4.687 0.387 -0.67
S 0.111 -2.766 -0.757 -0.62
F 2.402 -0.231 4.518 -0.33
B 1.056 -0.465 4.378 0.05
F 0.270 0.449 5.056 -0.34
F 0.695 -1.773 4.668 -0.35
F 0.728 -0.251 2.911 0.63